(1)
83
Properties=species:S:1:pos:R:3 method="wB97M-V/def2-TZVPD" spin_multiplicity=7 s_squared=12.036 e_homo_ev="-11.007 / -11.007" gap_ev="6.6 / 6.4" total_energy_ev=-117828.6813 charge=+1
Cr -2.796 -2.505 1.554
V -3.083 1.231 2.406
O -4.312 -2.957 0.448
H -4.396 -3.695 -0.156
O -3.698 -0.849 2.201
H -4.547 -0.523 1.871
S -0.926 -0.685 0.880
O -1.473 0.630 1.201
O 0.347 -0.711 0.240
O -1.042 -1.606 2.051
O -2.003 -1.425 0.144
C -1.664 -5.110 -0.087
O -1.947 -4.081 0.530
N -1.600 -5.247 -1.406
C -1.959 -4.186 -2.347
C -1.092 -6.495 -1.958
H -1.415 -6.033 0.449
H -1.124 -3.770 -2.904
H -2.501 -3.419 -1.792
H -2.720 -4.605 -3.008
H -0.377 -6.372 -2.766
H -0.630 -7.123 -1.195
H -1.954 -7.118 -2.215
C 4.647 0.729 -2.577
O 5.651 1.195 -3.105
N 3.904 -0.228 -3.160
C 4.036 -0.602 -4.562
C 2.821 -0.886 -2.460
H 4.273 1.085 -1.608
H 4.466 -1.604 -4.585
H 4.605 0.065 -5.205
H 3.070 -0.573 -5.073
H 2.706 -0.599 -1.414
H 1.859 -0.825 -2.971
H 3.016 -1.959 -2.360
C -0.414 3.185 2.866
O -1.564 2.730 2.740
N 0.105 3.676 3.965
C 1.470 4.117 4.160
C -0.686 3.792 5.198
H 0.257 3.287 2.001
H 1.526 5.157 4.478
H 2.073 3.955 3.269
H 1.863 3.490 4.962
H -0.881 4.806 5.551
H -1.687 3.366 5.190
H -0.125 3.296 5.991
C 2.199 -1.884 2.966
O 2.441 -3.049 3.253
N 2.013 -0.886 3.839
C 1.675 0.420 3.341
C 2.053 -1.046 5.280
H 2.230 -1.555 1.919
H 1.755 0.437 2.251
H 2.357 1.219 3.638
H 0.664 0.780 3.549
H 2.475 -2.016 5.548
H 2.779 -0.367 5.733
H 1.134 -1.016 5.868
C 1.691 4.919 -0.463
O 1.423 6.041 -0.081
N 0.795 3.902 -0.511
C 1.161 2.611 -1.032
C -0.620 4.259 -0.384
H 2.685 4.591 -0.807
H 2.062 2.198 -0.584
H 1.101 2.435 -2.115
H 0.365 1.875 -0.861
H -0.960 4.951 -1.151
H -1.334 3.457 -0.207
H -0.617 4.727 0.606
C -3.745 -0.021 -2.723
O -4.866 0.423 -2.913
N -2.790 -0.184 -3.656
C -1.446 -0.625 -3.312
C -2.985 0.374 -4.982
H -3.421 -0.340 -1.718
H -1.399 -1.071 -2.320
H -0.814 0.261 -3.176
H -1.093 -1.225 -4.149
H -3.720 1.162 -5.110
H -2.014 0.697 -5.357
H -3.316 -0.459 -5.612

(2)
70
Properties=species:S:1:pos:R:3 method="wB97M-V/def2-TZVPD" spin_multiplicity=3 s_squared=2.039 de_lowest_kcal_mol=0.0 e_homo_ev="-9.794 / -10.607" gap_ev="6.9 / 5.1" total_energy_ev=-61117.0927 charge=+1
C 1.132 2.565 -3.143
C 0.575 1.998 -1.982
N 0.936 0.713 -1.592
C 1.783 0.009 -2.376
C 2.275 0.526 -3.573
C 1.955 1.822 -3.958
C -0.468 2.652 -1.265
P -0.739 2.109 0.413
W 0.183 -0.130 0.322
P 1.104 -2.100 -0.702
C 2.247 -1.346 -1.910
O -2.528 1.855 -2.897
O -1.836 -0.654 -2.887
H 0.857 3.590 -3.372
H 2.919 -0.115 -4.169
H 2.363 2.235 -4.877
C 0.065 3.211 1.620
C -2.501 2.441 0.669
H 2.316 -2.032 -2.772
H 3.247 -1.274 -1.443
H -1.782 2.336 -2.407
H -0.631 3.718 -1.485
C 2.118 -3.194 0.319
C 0.096 -3.191 -1.746
H -1.199 0.037 -0.733
H -2.541 -1.183 -3.300
H -2.144 0.319 -2.942
H -2.658 2.339 -3.727
H 1.742 0.428 0.723
H -0.808 -1.019 -0.764
H -0.321 4.233 1.511
H -0.150 2.858 2.638
H 1.153 3.224 1.485
H -2.635 3.528 0.758
H -3.071 2.071 -0.192
H -2.857 1.959 1.587
H 0.776 -3.881 -2.269
H -0.621 -3.761 -1.141
H -0.469 -2.579 -2.463
H 2.562 -3.972 -0.324
H 2.921 -2.615 0.798
H 1.509 -3.668 1.103
C 0.634 -2.581 3.991
Si 0.227 -0.858 3.359
C -0.797 -0.014 4.698
C 1.875 0.042 3.306
C -0.935 -0.823 1.849
Si -2.081 -2.323 1.588
C -3.257 -2.266 3.068
C -3.124 -2.084 0.043
C -1.354 -4.055 1.587
H 1.246 -2.449 4.898
H 1.229 -3.172 3.283
H -0.249 -3.167 4.282
H -0.207 0.019 5.624
H -1.042 1.023 4.427
H -1.733 -0.544 4.917
H 2.586 -0.419 2.606
H 1.778 1.109 3.062
H 2.310 -0.034 4.317
H -1.654 0.017 2.024
H -3.764 -1.295 3.149
H -4.038 -3.027 2.927
H -2.770 -2.476 4.030
H -2.572 -2.031 -0.905
H -3.813 -2.943 -0.016
H -3.732 -1.171 0.117
H -0.637 -4.249 0.780
H -0.893 -4.322 2.547
H -2.200 -4.747 1.440

(3)
68
Properties=species:S:1:pos:R:3 method="wB97M-V/def2-TZVPD" smiles=CCOCOCCOC.CCOCC.CCOCC.CCOCC e_homo_ev=-9.483 gap_ev=10.3 total_energy_ev=-31661.3994
C 1.447 3.741 0.531
C 0.646 4.427 -0.611
O 0.572 5.834 -0.559
C -0.117 6.341 0.547
O -1.469 6.642 0.316
C -2.304 5.526 0.106
C -2.270 4.438 1.213
O -3.110 3.336 0.942
C -2.511 2.439 0.032
H 0.747 3.075 1.064
H 2.244 3.090 0.165
H 1.800 4.439 1.300
H -0.332 3.937 -0.716
H 1.168 4.189 -1.550
H 0.348 7.312 0.755
H 0.034 5.757 1.468
H -2.125 5.037 -0.866
H -3.336 5.893 0.056
H -1.256 4.061 1.429
H -2.616 4.893 2.151
H -1.465 2.203 0.302
H -3.069 1.505 -0.052
H -2.469 2.908 -0.968
C 1.874 -1.099 3.170
C 0.766 -0.206 2.638
O 0.867 0.058 1.251
C 0.792 -1.067 0.391
C -0.521 -1.823 0.488
H 2.852 -0.701 2.895
H 1.814 -1.172 4.256
H 1.805 -2.110 2.763
H 0.827 0.766 3.132
H -0.220 -0.617 2.879
H 1.643 -1.736 0.559
H 0.903 -0.676 -0.622
H -0.635 -2.312 1.456
H -0.571 -2.597 -0.279
H -1.366 -1.143 0.359
C 3.682 0.119 -4.464
C 2.335 -0.579 -4.386
O 1.580 -0.229 -3.240
C 1.225 1.138 -3.120
C 0.354 1.646 -4.256
H 4.243 -0.026 -3.540
H 4.264 -0.274 -5.298
H 3.569 1.195 -4.615
H 2.497 -1.655 -4.318
H 1.750 -0.409 -5.296
H 2.122 1.757 -3.007
H 0.671 1.220 -2.183
H 0.897 1.667 -5.203
H 0.013 2.661 -4.047
H -0.516 1.001 -4.388
C -0.183 -6.258 3.408
C -1.297 -5.370 2.880
O -1.199 -5.099 1.494
C -1.270 -6.222 0.635
C -2.581 -6.983 0.732
H 0.792 -5.852 3.134
H -0.242 -6.335 4.494
H -0.246 -7.267 2.998
H -1.242 -4.399 3.377
H -2.280 -5.787 3.121
H -0.416 -6.888 0.804
H -1.161 -5.829 -0.377
H -2.693 -7.470 1.702
H -2.628 -7.756 -0.035
H -3.427 -6.306 0.602